{"formula": "C21H29Cl2NiO4", "method": "ωB97M-V/def2-TZVPD", "elements": ["O", "C", "C", "H", "H", "C", "H", "H", "C", "H", "H", "H", "C", "H", "H", "H", "Ni", "C", "C", "C", "H", "C", "C", "H", "H", "H", "H", "C", "C", "C", "H", "C", "C", "H", "H", "H", "H", "O", "C", "C", "H", "H", "C", "H", "H", "C", "H", "H", "H", "H", "Cl", "C", "Cl", "C", "O", "O", "H"], "xyz": [[-0.152570, 0.065918, -2.308754], [0.883345, -0.474950, -3.164935], [0.430932, 0.376224, -4.340339], [0.741817, -1.554299, -3.296862], [1.875636, -0.240548, -2.766677], [-0.722753, 0.809708, -3.406995], [0.154920, -0.187010, -5.235282], [1.117269, 1.190817, -4.585136], [-2.071126, 0.198244, -3.737508], [-1.981703, -0.894196, -3.765873], [-2.416967, 0.555184, -4.711708], [-2.804585, 0.480615, -2.973593], [-0.815225, 2.271964, -3.022511], [0.185785, 2.687507, -2.865336], [-1.394551, 2.374336, -2.092466], [-1.318282, 2.825585, -3.822606], [-0.041859, 0.006240, 0.725571], [0.815594, 1.557093, 1.563029], [1.823999, 0.497732, 1.434286], [2.297526, 0.516238, 0.082786], [2.249319, -0.075797, 2.255813], [1.668977, 1.586550, -0.600180], [0.745903, 2.212454, 0.272974], [0.163597, 3.106232, 0.037145], [0.383883, 1.898345, 2.502814], [3.122522, -0.077296, -0.308165], [1.992328, 1.971554, -1.572313], [-1.543537, -0.427432, 1.901758], [-1.931200, 0.788717, 1.196389], [-2.294831, 0.419783, -0.137925], [-2.049177, 1.778311, 1.629762], [-2.067245, -0.970289, -0.308093], [-1.606930, -1.508348, 0.926690], [-1.492638, -2.567873, 1.138965], [-1.274531, -0.525775, 2.948152], [-2.774086, 1.064124, -0.874178], [-2.345118, -1.556908, -1.181541], [0.720502, -1.606561, -7.336335], [0.232669, -0.546762, -8.191478], [0.426043, -0.951018, -9.658755], [0.810645, 0.370140, -7.980868], [-0.811747, -0.335166, -7.922055], [1.612285, -1.916773, -9.574424], [0.598714, -0.091739, -10.298636], [-0.458304, -1.486655, -10.009771], [1.400030, -2.563648, -8.199534], [2.541571, -1.343030, -9.574896], [1.641194, -2.638076, -10.383593], [2.333823, -2.880555, -7.717912], [0.771467, -3.463473, -8.321060], [1.040355, -2.339937, 2.504922], [1.540193, -3.430318, 1.179033], [0.608204, -4.929996, 1.292619], [1.400314, -2.851003, -0.302259], [1.903269, -3.659477, -1.085090], [0.867426, -1.720364, -0.541501], [2.608813, -3.647742, 1.338634]], "forces_ev_per_a": [[0.388, -0.073, -0.432], [-0.065, -0.251, 0.512], [-0.231, 0.279, -0.199], [0.296, 0.197, 0.136], [-0.126, -0.305, -0.016], [-0.013, -0.260, 0.388], [0.000, 0.195, 0.065], [-0.082, -0.061, -0.100], [-0.096, 0.132, -0.193], [-0.035, 0.216, -0.016], [-0.112, -0.013, -0.009], [0.069, -0.151, -0.157], [-0.119, 0.091, -0.240], [-0.216, -0.032, 0.017], [0.229, -0.033, -0.286], [0.037, 0.125, 0.063], [-0.221, -0.060, -2.880], [2.181, 0.681, -0.239], [0.364, 1.289, 0.054], [0.443, 1.196, 0.601], [-0.267, 0.212, -0.406], [0.627, -0.120, 0.690], [0.455, -0.195, 0.644], [0.000, -0.495, 0.094], [0.007, -0.131, -0.383], [-0.488, -0.038, 0.080], [-0.526, -0.432, 0.214], [-1.322, -0.425, -0.585], [-1.185, -1.123, 0.136], [0.006, -0.400, 0.709], [0.214, -0.267, -0.119], [-0.557, 0.053, 1.041], [-1.138, 0.653, 0.537], [0.299, 0.363, -0.084], [-0.131, 0.072, -0.211], [0.513, -0.032, 0.212], [0.497, 0.246, 0.153], [0.343, -0.194, -1.706], [0.085, 0.492, 0.474], [-0.242, -0.534, 0.547], [-0.100, -0.260, 0.038], [0.217, -0.141, -0.131], [0.019, 0.582, 0.636], [0.015, 0.069, -0.076], [-0.014, 0.047, -0.084], [-0.240, -0.321, 0.255], [0.052, -0.070, -0.049], [0.019, -0.133, -0.054], [-0.219, 0.196, -0.046], [0.053, 0.271, 0.195], [0.243, -0.575, 0.261], [0.316, 0.748, -0.373], [-0.040, -0.307, 0.101], [-0.489, 1.101, -0.268], [0.108, 0.043, -0.231], [0.827, -2.039, 0.760], [-0.649, -0.076, -0.039]], "mulliken_charge": [0.1733, -0.7226, -0.4149, 0.2879, 0.1909, 1.4668, -0.0272, 0.3509, -1.5546, 0.3639, 0.4210, 0.2673, -1.4597, 0.3258, 0.0838, 0.4673, 0.1165, -0.6791, -1.1196, -0.9832, 0.7967, -0.0106, -0.4383, 0.4634, 0.5911, 0.4154, 0.6065, -0.7820, -1.2955, 0.2437, 0.4798, -0.1939, -1.0396, 0.5965, 0.5744, 0.7316, 0.3581, -0.3546, -0.4001, -0.5898, 0.2731, 0.2979, -0.5013, 0.3302, 0.2757, -0.5023, 0.2699, 0.3287, 0.2861, 0.2572, -0.1598, 0.0326, -0.2030, 0.1955, -0.7393, -0.1310, 0.3823], "total_charge": -1, "homo_lumo_gap_ha": [0.2169, 0.2414], "multiplicity": 3, "homo_energy_ev": [-3.45, -4.12], "s_squared": 2.017, "total_energy_ha": -3547.1613, "e_above_lowest_kcal_mol": 0.0}